{"formula": "C53H104N9O5Rb", "method": "the ωB97M-V functional and the def2-TZVPD basis", "multiplicity": 2, "largest_force_ev_per_a": 6.16, "charge": 7, "homo_ev": [-22.8, -22.7], "species": ["Rb", "C", "C", "C", "O", "C", "C", "C", "O", "O", "O", "H", "H", "C", "C", "N", "C", "C", "N", "C", "C", "H", "H", "H", "H", "H", "H", "H", "H", "H", "H", "H", "C", "C", "N", "C", "C", "N", "C", "C", "H", "H", "H", "H", "H", "H", "H", "H", "H", "H", "H", "C", "C", "O", "N", "H", "H", "C", "H", "H", "H", "H", "H", "H", "C", "C", "C", "N", "C", "C", "C", "C", "C", "H", "H", "H", "H", "H", "H", "H", "H", "H", "H", "H", "H", "H", "H", "H", "H", "H", "H", "C", "C", "C", "N", "C", "C", "C", "C", "C", "H", "H", "H", "H", "H", "H", "H", "H", "H", "H", "H", "H", "H", "H", "H", "H", "H", "H", "C", "C", "C", "N", "C", "C", "C", "C", "C", "H", "H", "H", "H", "H", "H", "H", "H", "H", "H", "H", "H", "H", "H", "H", "H", "H", "H", "C", "C", "C", "N", "C", "C", "C", "C", "C", "H", "H", "H", "H", "H", "H", "H", "H", "H", "H", "H", "H", "H", "H", "H", "H", "H", "H"], "xyz": [[3.11117, 4.29688, 2.12719], [0.31103, 1.85761, -1.26041], [0.67106, 2.60610, -0.05093], [0.85729, 1.66967, 1.29180], [1.27166, 2.16423, 2.37625], [0.68169, 0.18645, 1.24255], [0.29294, -0.39093, 0.05584], [0.08291, 0.43888, -1.21299], [-0.11566, -0.04442, -2.46071], [0.09406, -1.71684, 0.16766], [1.08116, 3.76573, -0.04891], [0.36724, 2.46761, -2.14987], [0.75084, -0.43097, 2.12596], [5.23049, 5.83655, -4.98965], [5.02651, 4.42084, -5.55862], [3.88956, 3.57475, -4.96087], [3.88763, 2.83050, -3.78855], [2.61855, 2.27875, -3.69957], [1.79884, 2.77541, -4.69558], [2.65391, 3.42181, -5.56229], [0.43392, 2.53607, -5.03008], [6.06323, 6.36198, -5.45714], [5.49616, 5.83385, -3.93253], [4.36878, 6.48969, -5.12737], [5.94686, 3.83739, -5.53339], [4.82687, 4.47016, -6.62905], [4.82281, 2.85123, -3.24874], [2.25655, 1.66026, -2.89159], [2.26433, 3.72715, -6.52218], [-0.19246, 2.80910, -4.18084], [0.26095, 1.52633, -5.40236], [0.08099, 3.17461, -5.83991], [-3.25985, 1.72744, -2.13006], [-3.31156, 0.62066, -0.99622], [-4.44915, 0.88749, -0.02843], [-4.93519, 2.07644, 0.43355], [-5.92172, 1.84974, 1.35077], [-6.20846, 0.50819, 1.26628], [-5.29590, -0.08283, 0.48479], [-7.33268, -0.24565, 1.79301], [-3.17997, 2.61797, -1.50663], [-4.12990, 1.66123, -2.78331], [-2.46690, 1.75637, -2.87739], [-2.48338, 0.54534, -0.29156], [-3.37505, -0.36967, -1.44711], [-4.43939, 3.00743, 0.20148], [-6.45518, 2.45142, 2.07175], [-5.21765, -1.15352, 0.36683], [-7.20047, -0.56684, 2.82619], [-7.44018, -1.08791, 1.10953], [-8.20979, 0.39196, 1.68246], [5.91901, -0.91825, 4.30628], [4.74934, 0.08233, 4.32462], [4.72254, 0.94804, 3.43898], [3.71989, 0.09934, 5.44502], [3.71452, -0.84742, 5.79676], [4.11332, 0.67060, 6.17917], [2.25750, 0.48738, 4.98219], [6.42491, -0.68851, 3.36852], [5.57354, -1.95200, 4.31627], [6.60343, -0.64693, 5.11005], [1.65508, 0.16353, 5.83091], [1.99267, -0.03334, 4.06197], [2.06758, 1.51673, 4.67811], [3.60243, -4.34010, -3.36834], [3.47417, -3.55590, -1.98405], [4.80175, -2.83024, -1.59792], [4.59500, -1.69506, -0.53002], [3.91408, -2.26807, 0.70036], [6.01524, -1.09348, -0.31348], [5.77357, 0.41715, -0.35898], [4.61660, 0.55277, -1.26602], [3.62724, -0.62598, -0.89963], [2.70656, -4.73266, -3.84938], [4.28677, -5.18693, -3.31669], [4.00226, -3.79077, -4.22067], [3.24439, -4.14005, -1.09295], [2.62369, -2.87415, -1.98214], [5.24105, -2.34141, -2.46750], [5.47473, -3.58327, -1.18788], [3.87017, -1.52956, 1.50084], [4.40295, -3.17739, 1.05001], [2.92977, -2.59861, 0.36871], [6.26450, -1.30841, 0.72564], [6.72437, -1.52008, -1.02289], [5.63509, 0.70914, 0.68201], [6.64820, 1.03136, -0.57314], [4.10419, 1.51469, -1.25049], [4.97196, 0.36239, -2.27873], [3.01948, -0.36147, -0.03432], [3.01013, -0.82176, -1.77653], [-0.20714, 6.96064, 0.14496], [-1.20897, 7.37031, 1.21915], [-2.19816, 6.14791, 1.75389], [-1.67889, 5.43990, 3.05603], [-0.21528, 5.07058, 2.91132], [-2.53550, 4.22650, 3.45791], [-2.26837, 4.02047, 4.96554], [-2.10772, 5.42400, 5.43840], [-1.88705, 6.35479, 4.26273], [0.23860, 5.98711, 0.34906], [0.69708, 7.53165, -0.06587], [-0.73335, 6.98600, -0.80927], [-1.91516, 8.11857, 0.85928], [-0.69649, 7.88847, 2.02969], [-2.38358, 5.26556, 1.14137], [-3.21375, 6.46782, 1.98698], [0.36821, 5.98022, 2.76920], [-0.23216, 4.27749, 2.16378], [0.08438, 4.63462, 3.86434], [-2.35623, 3.40169, 2.76823], [-3.55027, 4.55064, 3.22707], [-1.36171, 3.45493, 5.18057], [-2.99578, 3.39718, 5.48562], [-1.27321, 5.47271, 6.13792], [-2.93703, 5.86511, 5.99135], [-1.05280, 7.05041, 4.35355], [-2.78299, 6.95925, 4.12123], [-1.73066, -3.43485, -7.35160], [-1.86763, -2.96463, -5.94860], [-2.14195, -4.18683, -5.03965], [-1.77728, -3.95426, -3.54169], [-2.39926, -2.67994, -2.92337], [-0.23923, -3.95934, -3.40766], [0.09262, -4.87241, -2.32443], [-0.86154, -5.96591, -2.49655], [-2.16729, -5.20548, -2.65217], [-0.76881, -3.93509, -7.46430], [-1.77638, -2.68455, -8.14095], [-2.48569, -4.15427, -7.66857], [-2.63407, -2.19814, -5.83380], [-0.88713, -2.57835, -5.67020], [-1.66201, -5.08273, -5.43349], [-3.22846, -4.27185, -5.05889], [-2.18279, -2.55381, -1.86255], [-3.47120, -2.68909, -3.12078], [-1.97636, -1.85432, -3.49574], [0.14373, -2.93883, -3.40757], [0.10973, -4.34989, -4.36359], [-0.07982, -4.45835, -1.33099], [1.12017, -5.23572, -2.30852], [-0.85761, -6.61403, -1.62018], [-0.56948, -6.54236, -3.37434], [-2.50488, -4.78815, -1.70351], [-2.89659, -5.89228, -3.08174], [0.01406, -4.99790, 1.69418], [-1.41596, -4.39165, 1.99103], [-1.20235, -3.53915, 3.25844], [-2.57440, -3.08097, 3.99517], [-2.25979, -2.23531, 5.23183], [-3.48201, -2.27964, 2.95703], [-4.62091, -3.32018, 2.63758], [-4.89941, -3.98090, 3.94078], [-3.47868, -4.33443, 4.45799], [0.01375, -5.59459, 0.78200], [0.47649, -5.65577, 2.43002], [0.71807, -4.20010, 1.45755], [-2.11922, -5.22439, 2.00034], [-1.63214, -3.66798, 1.20512], [-0.60239, -2.64896, 3.06948], [-0.80226, -4.23819, 3.99286], [-1.64069, -1.35893, 5.04009], [-1.83619, -2.89812, 5.98639], [-3.19027, -1.88017, 5.67476], [-3.83051, -1.52152, 3.65839], [-2.98026, -1.81378, 2.10890], [-5.51943, -2.76831, 2.36152], [-4.36416, -3.96549, 1.79749], [-5.44244, -3.18140, 4.44479], [-5.62641, -4.79168, 3.89396], [-3.58679, -4.43403, 5.53803], [-2.98622, -5.23095, 4.08138]], "forces_ev_per_angstrom": [[0.25, 0.27, 0.01], [-0.01, 0.30, 1.92], [1.36, -0.99, 1.33], [0.58, -1.70, 1.63], [-0.63, 0.44, -1.85], [-0.06, 4.66, -1.18], [-1.34, -5.92, 1.03], [0.09, -0.85, -5.75], [0.57, 1.00, 5.42], [0.34, 4.51, -2.09], [-0.69, -1.38, 0.11], [-0.40, -0.48, -0.32], [0.16, 0.19, 0.00], [-0.40, -0.22, 0.50], [0.17, 0.04, -0.53], [-1.80, 0.01, -1.73], [-1.16, 0.61, -1.72], [0.60, 0.50, 1.61], [4.15, 0.44, -1.80], [0.37, 0.33, 2.42], [-1.49, -0.34, -0.25], [0.05, -0.44, -0.41], [-0.15, -0.19, 0.12], [-0.14, -0.20, -0.02], [-0.13, -0.19, 0.51], [-0.37, 0.07, 0.06], [-0.38, -0.48, 0.39], [-0.10, 0.02, -0.30], [0.60, 0.52, -0.07], [-0.06, -0.38, -0.02], [0.04, -0.14, 0.49], [0.50, 0.28, 0.02], [-0.10, -0.51, 1.57], [-0.10, 0.38, -0.48], [-1.99, -2.36, -0.41], [1.00, 1.07, 1.04], [-0.44, -0.47, -0.61], [1.91, -0.58, -0.44], [0.83, 1.59, -0.37], [-0.70, 0.00, -0.13], [-0.36, 0.62, -0.87], [-0.46, 0.31, 0.62], [0.61, -0.68, 0.66], [0.60, 0.46, -0.52], [-0.66, -0.05, 0.29], [-0.22, -0.07, -0.03], [-0.08, 0.34, -0.49], [-0.05, 0.16, -0.39], [0.05, 0.15, -0.10], [-0.29, -0.10, 0.36], [-0.10, -0.22, 0.23], [-1.26, 0.82, 0.04], [1.99, 2.29, -3.59], [-1.30, -2.18, 3.11], [-0.70, 0.18, -2.33], [-0.27, -0.52, 0.50], [-0.10, 0.67, 0.66], [0.54, -0.49, 0.46], [-0.01, -0.17, 0.14], [0.24, -0.06, 0.40], [0.04, -0.44, 0.31], [-0.17, 0.24, -0.23], [0.47, -0.57, 0.30], [0.83, 0.15, 0.70], [0.45, -0.04, 0.39], [0.45, 0.06, -0.54], [-1.70, 0.19, -0.48], [-0.11, -1.96, 0.18], [0.79, -1.20, -0.26], [-0.80, 0.52, 1.19], [1.15, -0.16, 1.21], [-1.60, -0.29, -0.54], [1.80, 2.55, -1.32], [-0.47, 0.00, 0.86], [-0.04, -0.07, 0.44], [0.29, 0.87, 0.47], [-0.04, -0.95, -0.49], [0.05, 0.38, -0.51], [0.10, 0.02, 0.12], [0.26, 0.42, 0.15], [0.00, 0.06, -0.24], [0.42, 0.16, -0.02], [-0.16, 0.42, 0.23], [0.43, -0.64, -0.34], [-0.24, 0.06, 0.08], [-0.88, 0.20, 0.10], [0.14, -0.39, -0.75], [0.04, 0.06, 0.03], [-0.10, 0.17, -0.21], [0.05, -0.11, -0.23], [0.03, -0.58, 0.28], [-0.10, -0.55, -0.66], [-1.11, -1.06, 0.61], [1.41, 0.13, 0.69], [-0.21, 1.16, 0.16], [-1.62, -0.35, 0.90], [0.24, 0.23, -0.45], [-0.14, -0.87, -1.04], [0.51, 1.51, 1.89], [0.12, 0.04, -0.35], [-0.49, -0.36, -0.20], [-0.35, 0.95, 0.68], [0.12, -0.58, -0.13], [0.10, -0.05, -0.21], [-0.25, -0.34, 0.50], [0.63, 0.36, -0.97], [0.25, 0.53, 0.23], [-0.12, -0.22, -0.56], [0.73, 0.45, -0.23], [0.02, -0.07, 0.01], [0.43, -0.12, 0.12], [-0.16, 0.06, 0.46], [0.32, 0.04, -0.55], [-0.57, 0.49, -0.25], [0.02, 0.11, 0.01], [-0.21, -0.53, 0.09], [0.04, -0.19, 0.00], [0.07, -0.12, -0.45], [0.08, -0.79, -1.66], [0.68, -0.28, 1.13], [-1.31, 1.66, 0.34], [-0.03, -0.87, 0.86], [0.37, -0.58, -1.75], [-0.26, 1.51, -2.03], [1.61, 0.07, 2.01], [-0.61, -0.84, 0.23], [0.32, -0.30, -0.70], [0.02, -0.11, -0.11], [0.08, 0.38, 0.40], [-0.18, -0.11, 0.27], [0.03, -0.03, 0.14], [0.00, 0.56, 0.16], [0.08, -0.03, 0.51], [0.01, -0.67, 0.16], [0.29, -0.46, -0.14], [-0.01, -0.26, 0.13], [0.02, 0.07, 0.21], [-0.23, 0.08, 0.51], [0.06, -0.24, 0.03], [0.08, 0.56, 0.09], [0.07, 0.24, -0.34], [-0.29, -0.22, -0.20], [-0.49, -0.25, -0.06], [-0.05, -0.17, -0.08], [-0.44, 0.78, -0.33], [-0.31, 0.32, -0.85], [2.06, 0.52, -0.03], [-2.55, -1.62, 1.30], [0.62, 0.01, -0.97], [-0.55, -0.80, -0.18], [-0.69, -1.70, 1.97], [0.36, 1.65, -1.30], [0.66, -0.21, -0.49], [-0.72, 1.18, 0.18], [-0.37, -0.07, -0.05], [-0.49, 0.18, 0.43], [0.04, 0.25, 0.23], [-0.23, 0.39, 0.47], [-0.25, -0.38, -0.42], [-0.14, -0.11, 0.11], [0.53, 0.53, 0.25], [0.14, -0.30, -0.39], [0.37, 0.12, -0.20], [-0.18, -0.07, -0.24], [-0.54, 0.33, -0.61], [0.50, -0.43, 0.22], [-0.01, 0.10, -0.38], [0.19, -0.12, 0.13], [0.50, -0.24, 1.22], [0.46, -0.34, -0.05], [0.90, 0.38, 0.12], [-0.44, 0.12, -0.29]]}